Record 1
12
Properties=species:S:1:pos:R:3:lowdin_charge:R:1 method="wB97M-V/def2-TZVPD" smiles=O[C@H]1C[C@H]2O[C@@H]12 lumo_ev=1.07 charge=0 e_above_lowest_ev=2.594 gap_ha=0.4029 homo_energy_ev=-9.9
O 1.5516 -0.5634 -1.0568 -0.01
C 0.3141 -0.7676 -0.4469 -0.31
C 0.2046 -0.3494 1.0562 -0.05
C -0.7122 0.7836 0.5926 -0.20
O -0.1016 1.5144 -0.4985 -0.02
C -0.7565 0.2882 -0.7826 -0.18
H 1.6511 0.4005 -1.1125 0.10
H -0.0138 -1.7853 -0.6411 0.15
H -0.3139 -1.1292 1.6406 0.12
H 1.1153 -0.0588 1.5841 0.11
H -1.3862 1.3873 1.1796 0.14
H -1.5554 0.2770 -1.5147 0.15


Record 2
55
Properties=species:S:1:pos:R:3:lowdin_charge:R:1 method="wB97M-V/def2-TZVPD" smiles="COCC(=O)N(C)C1(c2nnnn2CCOC(=O)Nc2ccc(Cl)cc2)CCCC1" lumo_ev=0.70 charge=0 e_above_lowest_ev=2.418 gap_ha=0.3329 homo_energy_ev=-8.4
C 1.7925 1.3195 -6.2624 -0.10
H 1.9013 0.3803 -6.8169 0.09
O 1.0101 1.1409 -5.1086 -0.20
C 1.5707 0.2088 -4.2108 -0.13
H 2.5223 0.5847 -3.7981 0.14
C 0.6266 -0.1185 -3.0550 -0.40
O 0.3261 -1.2858 -2.8478 0.06
N 0.1783 0.8872 -2.2829 0.00
C 0.6449 2.2476 -2.4069 -0.01
H 1.4446 2.4452 -1.6875 0.10
H 1.0064 2.4135 -3.4159 0.08
H -0.1775 2.9373 -2.2334 0.09
C -0.6128 0.4824 -1.0998 -0.33
C 0.2874 -0.4043 -0.3014 -0.25
N 1.3502 0.0973 0.2965 0.10
N 1.9570 -0.9053 0.9069 -0.02
N 1.3376 -1.9923 0.7167 0.05
N 0.2733 -1.7341 -0.0529 -0.05
C -0.6146 -2.8089 -0.3852 -0.08
H -1.0553 -2.6266 -1.3637 0.12
H 0.0065 -3.7072 -0.4203 0.14
C -1.6882 -2.9822 0.7027 -0.13
H -2.1997 -3.9366 0.5753 0.13
H -2.4128 -2.1613 0.6781 0.11
O -1.0799 -3.0172 1.9842 0.00
C -0.8568 -1.8006 2.5562 -0.55
O -1.3509 -0.7766 2.1529 0.09
N -0.0462 -1.9620 3.6263 0.16
C 0.5067 -0.9801 4.4519 -0.22
C 1.3929 -1.3896 5.4459 -0.02
C 1.9671 -0.4678 6.2983 -0.11
C 1.6567 0.8756 6.1569 -0.69
C 0.7815 1.2967 5.1695 -0.09
C 0.2053 0.3717 4.3195 0.00
H -0.4729 0.6965 3.5496 0.10
H 0.5504 2.3446 5.0637 0.11
Cl 2.3693 2.0330 7.2239 0.66
H 2.6530 -0.7874 7.0668 0.11
H 1.6366 -2.4367 5.5489 0.11
H 0.2949 -2.9041 3.7634 0.16
C -1.9727 -0.0591 -1.5574 -0.10
H -2.4568 -0.5613 -0.7213 0.11
C -2.7375 1.2178 -1.9009 -0.16
H -2.4165 1.5809 -2.8781 0.11
H -3.8122 1.0478 -1.9399 0.11
C -2.3411 2.2098 -0.7981 -0.16
H -3.1167 2.2686 -0.0354 0.11
H -2.2028 3.2136 -1.2000 0.10
C -1.0464 1.6467 -0.1913 -0.11
H -1.2547 1.2080 0.7853 0.11
H -0.2619 2.3833 -0.0508 0.11
H -1.8973 -0.7377 -2.4026 0.11
H 1.7718 -0.7420 -4.7237 0.13
H 2.7913 1.6978 -6.0111 0.09
H 1.2711 2.0483 -6.8795 0.09


Record 3
130
Properties=species:S:1:pos:R:3:lowdin_charge:R:1 method="wB97M-V/def2-TZVPD" lumo_ev=1.80 charge=-1 gap_ha=0.2581 homo_energy_ev=-5.2
C -0.2766 1.9517 0.3069 -0.16
Si -0.5574 0.1111 0.6148 0.59
C 1.0293 -0.5556 1.3732 -0.17
C -2.0311 -0.1451 1.7647 -0.25
C -2.9708 1.0854 1.9487 -0.25
C -2.6890 1.9095 3.2205 -0.19
C -2.2731 3.3856 3.0575 -0.21
C -2.9938 4.1530 1.9504 -0.22
C -2.8715 5.6816 2.0787 -0.18
C -1.7398 6.3750 1.2915 -0.18
C -0.5560 5.4857 0.9119 -0.18
C 0.7093 6.2701 0.5272 -0.25
C 0.4797 7.0102 -0.7123 -0.16
N 0.2987 7.5378 -1.7171 0.18
C 1.2732 7.1953 1.6391 -0.19
C 0.9557 6.6644 2.9642 -0.21
N 0.5446 6.3219 3.9840 0.16
C 2.8369 7.2916 1.4651 -0.73
O 3.4539 6.3399 1.9775 -0.04
O 3.2332 8.2582 0.7989 -0.03
C -0.8800 -0.6411 -1.0877 -0.25
C -2.1774 -0.8607 -1.5467 -0.10
C -2.3949 -1.3663 -2.8264 -0.09
C -1.3200 -1.6543 -3.6521 -0.10
C -0.0247 -1.4409 -3.2032 -0.09
C 0.1965 -0.9379 -1.9257 -0.10
H 0.6683 2.0453 -0.2322 0.04
H -1.0700 2.3203 -0.3457 0.04
H -0.2358 2.5237 1.2319 0.02
H 1.1274 -1.6400 1.3185 0.03
H 1.0166 -0.2937 2.4353 0.02
H 1.8819 -0.0497 0.9197 0.03
H -2.6312 -1.0021 1.4477 0.06
H -1.6530 -0.4138 2.7558 0.06
H -3.9828 0.6825 2.0340 0.10
H -2.9709 1.6956 1.0454 0.08
H -3.5742 1.8949 3.8603 0.10
H -1.9019 1.4101 3.7910 0.10
H -2.5212 3.8856 3.9990 0.11
H -1.1887 3.4811 2.9796 0.09
H -2.6630 3.8048 0.9689 0.09
H -4.0581 3.8957 2.0063 0.11
H -2.7839 5.9268 3.1389 0.10
H -3.8145 6.1187 1.7406 0.10
H -1.3690 7.1947 1.9085 0.10
H -2.1346 6.8199 0.3754 0.11
H -0.2708 4.7985 1.7059 0.09
H -0.8428 4.8701 0.0549 0.11
H 1.4944 5.5385 0.3114 0.16
H 0.8373 8.1900 1.5464 0.14
H -3.0382 -0.6416 -0.9254 0.09
H -3.4117 -1.5198 -3.1677 0.10
H -1.4799 -2.0514 -4.6471 0.09
H 0.8197 -1.6542 -3.8470 0.10
H 1.2149 -0.7801 -1.5901 0.10
C 3.3218 0.3351 6.7005 -0.08
C 2.2812 -0.6710 6.2390 -0.28
O 2.4624 -1.1193 4.9069 -0.17
C 3.6859 -1.7719 4.6275 -0.28
C 3.9194 -3.0153 5.4677 -0.08
H 3.3393 1.2008 6.0374 0.09
H 3.0867 0.6750 7.7100 0.08
H 4.3252 -0.0932 6.7207 0.06
H 1.2964 -0.2024 6.2467 0.12
H 2.2337 -1.5226 6.9287 0.10
H 4.5272 -1.0764 4.7283 0.11
H 3.6283 -2.0425 3.5725 0.12
H 3.9894 -2.7835 6.5308 0.06
H 4.8486 -3.5039 5.1690 0.08
H 3.0976 -3.7213 5.3406 0.08
C -1.4128 9.3476 -3.9837 -0.09
C -0.9304 8.5908 -5.2048 -0.28
O -1.1868 9.2448 -6.4443 -0.17
C -0.5983 10.5201 -6.5963 -0.30
C 0.9186 10.5229 -6.4995 -0.08
H -2.4852 9.5460 -4.0550 0.08
H -1.2141 8.7592 -3.0901 0.03
H -0.9029 10.3053 -3.8655 0.07
H -1.4548 7.6378 -5.2757 0.12
H 0.1343 8.3566 -5.1087 0.11
H -1.0258 11.2301 -5.8783 0.10
H -0.9005 10.8564 -7.5898 0.11
H 1.2668 10.2076 -5.5159 0.07
H 1.3014 11.5286 -6.6806 0.07
H 1.3491 9.8477 -7.2409 0.08
C 3.7733 -5.7292 9.6698 -0.08
C 3.1756 -4.3400 9.5239 -0.28
O 2.3066 -4.1986 8.4165 -0.18
C 1.1654 -5.0355 8.4002 -0.28
C 0.2393 -4.8460 9.5895 -0.08
H 4.3094 -6.0105 8.7623 0.08
H 4.4717 -5.7474 10.5074 0.08
H 3.0109 -6.4864 9.8582 0.06
H 3.9740 -3.6174 9.3505 0.12
H 2.6732 -4.0387 10.4504 0.11
H 1.4606 -6.0873 8.3066 0.11
H 0.6380 -4.7740 7.4826 0.12
H 0.7209 -5.1090 10.5323 0.06
H -0.6414 -5.4798 9.4787 0.08
H -0.0866 -3.8072 9.6567 0.08
C 1.4585 -4.1128 -8.8968 -0.08
C 1.0799 -4.4578 -7.4662 -0.28
O -0.0802 -3.7965 -6.9995 -0.17
C -1.2767 -4.0525 -7.7131 -0.28
C -1.6855 -5.5151 -7.7238 -0.08
H 1.5996 -3.0366 -9.0053 0.08
H 2.3881 -4.6155 -9.1667 0.08
H 0.6944 -4.4253 -9.6099 0.06
H 1.8765 -4.1397 -6.7929 0.12
H 0.9789 -5.5429 -7.3469 0.11
H -1.2068 -3.6613 -8.7350 0.11
H -2.0408 -3.4637 -7.2044 0.11
H -0.9539 -6.1435 -8.2335 0.07
H -2.6402 -5.6327 -8.2392 0.08
H -1.7887 -5.8916 -6.7052 0.07
C 0.1808 -9.6866 -4.1001 -0.08
C -0.4752 -8.3235 -4.2400 -0.28
O -1.3675 -8.2214 -5.3355 -0.17
C -2.4736 -9.1039 -5.3294 -0.28
C -3.3850 -8.9495 -4.1237 -0.08
H 0.7150 -9.9492 -5.0144 0.08
H 0.8914 -9.6728 -3.2729 0.08
H -0.5466 -10.4742 -3.8979 0.06
H 0.2884 -7.5683 -4.4271 0.12
H -0.9758 -8.0403 -3.3076 0.11
H -2.1379 -10.1432 -5.4266 0.11
H -3.0285 -8.8667 -6.2379 0.12
H -2.8758 -9.1902 -3.1898 0.07
H -4.2410 -9.6191 -4.2169 0.08
H -3.7514 -7.9246 -4.0513 0.08


Record 4
146
Properties=species:S:1:pos:R:3:lowdin_charge:R:1 method="wB97M-V/def2-TZVPD" smiles="C#CCCCC1=C(CCC(F)(F)C(F)(F)C(F)(F)C(F)(F)F)C(=O)OC1=O.O=C1CCCO1.O=C1CCCO1.O=C1CCCO1.O=C1CCCO1.O=C1CCCO1.O=C1CCCO1.O=C1CCCO1.O=C1CCCO1.O=C1CCCO1" lumo_ev=0.07 charge=0 e_above_lowest_ev=1.064 gap_ha=0.3324 homo_energy_ev=-9.0
C 4.0930 -1.5404 2.0930 0.11
C 4.1621 -0.6224 2.8869 -0.12
C 3.8597 0.5157 3.8232 -0.17
C 3.8234 1.8972 3.1009 -0.17
C 2.4023 2.3199 2.6025 -0.10
C 1.9445 1.2678 1.6138 -0.06
C 1.1240 0.2170 1.8252 -0.07
C 0.4090 -0.1160 3.1309 -0.08
C -0.8499 -0.9912 2.9159 -0.05
C -2.0214 -0.2725 2.2259 -0.39
F -2.6319 -1.2116 1.4229 0.10
F -1.6439 0.7335 1.3791 0.12
C -3.1489 0.2711 3.1549 -0.34
F -4.2206 0.6209 2.4136 0.16
F -3.5660 -0.7777 3.9228 0.12
C -2.7355 1.3923 4.1552 -0.32
F -1.8371 0.9663 5.0559 0.18
F -3.8602 1.6732 4.8779 0.14
C -2.2929 2.7499 3.5180 -0.51
F -2.5050 3.7241 4.4243 0.17
F -0.9908 2.8035 3.2130 0.17
F -2.9872 3.0743 2.4191 0.16
C 0.9896 -0.5641 0.5282 -0.36
O 0.3405 -1.5424 0.3004 0.16
O 1.8042 0.0628 -0.3946 0.13
C 2.3502 1.2075 0.1338 -0.35
O 2.9874 2.0389 -0.4432 0.17
H 3.9168 -2.4337 1.5113 0.05
H 4.6767 0.5534 4.5713 0.11
H 2.9407 0.3186 4.4036 0.10
H 4.1612 2.6574 3.8289 0.12
H 4.5039 1.9116 2.2430 0.08
H 1.6822 2.5162 3.4134 0.11
H 2.5395 3.2667 2.0417 0.13
H 1.1126 -0.7183 3.7428 0.13
H 0.2506 0.8163 3.6932 0.10
H -1.1796 -1.3686 3.9042 0.12
H -0.5802 -1.8798 2.3263 0.13
O 3.6476 -2.4675 -2.2623 0.11
C 3.5921 -1.6883 -3.1719 -0.47
O 4.6186 -1.4933 -4.0446 0.00
C 4.2902 -0.4253 -4.9498 -0.15
C 2.7773 -0.3414 -4.9288 -0.15
C 2.4444 -0.7627 -3.5071 -0.07
H 4.7626 0.4933 -4.5907 0.12
H 4.6794 -0.6570 -5.9401 0.13
H 2.3988 0.6447 -5.1952 0.12
H 2.3540 -1.0637 -5.6289 0.11
H 2.4598 0.0803 -2.8155 0.12
H 1.4906 -1.2836 -3.4506 0.10
O -0.6013 -1.2073 -3.9650 0.11
C -1.7098 -1.0196 -3.5496 -0.45
O -2.5657 -0.1188 -4.0992 0.01
C -3.7670 -0.0490 -3.3149 -0.15
C -3.8268 -1.3625 -2.5570 -0.15
C -2.3532 -1.6809 -2.3490 -0.06
H -3.6950 0.8132 -2.6466 0.12
H -4.6219 0.0879 -3.9753 0.13
H -4.3998 -1.2997 -1.6325 0.12
H -4.2835 -2.1315 -3.1840 0.12
H -1.9602 -1.2210 -1.4400 0.12
H -2.1634 -2.7511 -2.3459 0.13
O 5.5635 3.6799 1.8008 0.11
C 5.5982 4.2792 0.7647 -0.47
O 4.7252 5.2670 0.4465 0.03
C 4.9552 5.7036 -0.9018 -0.15
C 6.3873 5.3031 -1.2109 -0.16
C 6.5507 4.0358 -0.3826 -0.07
H 4.2335 5.2068 -1.5543 0.13
H 4.8027 6.7798 -0.9641 0.12
H 6.5742 5.1637 -2.2752 0.11
H 7.0741 6.0711 -0.8468 0.12
H 6.2255 3.1460 -0.9259 0.13
H 7.5687 3.9090 -0.0218 0.13
O 0.7104 6.4683 -0.9423 0.12
C -0.3352 5.9361 -0.7087 -0.48
O -0.4403 4.6902 -0.1785 0.03
C -1.8217 4.2988 -0.1225 -0.16
C -2.6057 5.5984 -0.1416 -0.16
C -1.7135 6.4987 -0.9848 -0.08
H -2.0401 3.6693 -0.9899 0.13
H -1.9997 3.7264 0.7808 0.09
H -3.6164 5.4853 -0.5325 0.12
H -2.6803 6.0008 0.8716 0.12
H -1.9260 6.4022 -2.0510 0.13
H -1.7759 7.5399 -0.6782 0.13
O 6.5209 0.4452 1.4077 0.12
C 6.8508 -0.0845 0.3883 -0.48
O 6.2759 0.1837 -0.8138 0.02
C 6.8127 -0.6960 -1.8170 -0.15
C 8.1544 -1.1509 -1.2704 -0.15
C 7.9023 -1.1601 0.2309 -0.07
H 6.1174 -1.5255 -1.9590 0.11
H 6.9104 -0.1551 -2.7574 0.12
H 8.4772 -2.1112 -1.6710 0.12
H 8.9232 -0.4115 -1.5088 0.12
H 7.4858 -2.1107 0.5689 0.13
H 8.7964 -0.9140 0.7985 0.12
O 1.5966 1.0233 -8.5779 0.11
C 0.6099 0.4925 -8.1510 -0.49
O 0.6175 -0.7250 -7.5557 0.02
C -0.7337 -1.1266 -7.2518 -0.15
C -1.5297 0.1615 -7.2017 -0.15
C -0.8037 1.0279 -8.2222 -0.07
H -1.0811 -1.8001 -8.0399 0.12
H -0.7510 -1.6564 -6.3010 0.11
H -2.5885 0.0197 -7.4138 0.12
H -1.4429 0.6106 -6.2099 0.10
H -1.1866 0.8784 -9.2335 0.13
H -0.8323 2.0823 -7.9578 0.12
O -2.8407 -4.3516 -7.2281 0.12
C -2.4915 -4.8631 -8.2519 -0.49
O -3.0494 -4.5802 -9.4581 0.02
C -2.4865 -5.4342 -10.4666 -0.16
C -1.1495 -5.8856 -9.9068 -0.16
C -1.4254 -5.9248 -8.4102 -0.08
H -3.1705 -6.2698 -10.6348 0.13
H -2.3794 -4.8751 -11.3946 0.12
H -0.8093 -6.8347 -10.3191 0.12
H -0.3862 -5.1340 -10.1194 0.12
H -1.8358 -6.8856 -8.0947 0.13
H -0.5428 -5.6787 -7.8249 0.13
O -0.8659 -2.0988 6.7129 0.11
C -1.8933 -2.6572 6.9843 -0.48
O -1.9491 -3.9046 7.5092 0.03
C -3.3217 -4.3262 7.6144 -0.14
C -4.1320 -3.0450 7.6327 -0.17
C -3.2902 -2.1233 6.7630 -0.08
H -3.5566 -4.9556 6.7522 0.13
H -3.4537 -4.9110 8.5228 0.13
H -5.1516 -3.1763 7.2790 0.11
H -4.1790 -2.6514 8.6470 0.11
H -3.5382 -2.2186 5.7062 0.11
H -3.3641 -1.0850 7.0793 0.13
O -6.3175 -3.6060 9.7235 0.12
C -6.8759 -2.5500 9.8106 -0.48
O -6.5799 -1.4802 9.0272 0.01
C -7.3449 -0.3398 9.4507 -0.15
C -8.5380 -0.9138 10.1929 -0.16
C -7.9567 -2.1820 10.8027 -0.07
H -6.7152 0.2812 10.0923 0.13
H -7.6397 0.2415 8.5787 0.13
H -8.9613 -0.2254 10.9231 0.12
H -9.3250 -1.1760 9.4825 0.12
H -7.4944 -1.9944 11.7734 0.13
H -8.6967 -2.9744 10.8818 0.13


Record 5
21
Properties=species:S:1:pos:R:3:lowdin_charge:R:1 method="wB97M-V/def2-TZVPD" lumo_ev=0.97 charge=0 e_above_lowest_ev=4.932 gap_ha=0.3433 homo_energy_ev=-8.4
C -0.0568 0.2747 -1.7376 -0.07
C 0.0484 1.1597 -0.4920 -0.44
C -0.3223 2.6043 -0.8291 -0.09
C -0.8444 0.6225 0.6301 -0.32
C -0.4478 -0.1188 1.7894 0.06
C -0.0755 -2.9178 1.2267 -0.11
C 0.6277 -2.9719 0.0993 -0.08
H -1.0878 0.2490 -2.1135 0.09
H 0.5782 0.6675 -2.5405 0.08
H 0.2560 -0.7536 -1.5321 0.05
H 1.0865 1.1305 -0.1317 0.13
H 0.3308 3.0081 -1.6103 0.08
H -1.3564 2.6612 -1.1918 0.08
H -0.2384 3.2513 0.0516 0.08
H -0.9238 1.3559 1.5329 0.15
H -1.8927 0.5088 0.3208 0.12
H 0.6509 0.0373 1.8738 0.02
H 0.3950 -3.0132 2.2022 0.05
H -1.1514 -2.7676 1.2295 0.05
H 0.1498 -2.8791 -0.8739 0.04
H 1.7064 -3.1126 0.0980 0.05


Record 6
36
Properties=species:S:1:pos:R:3:lowdin_charge:R:1 method="wB97M-V/def2-TZVPD" lumo_ev=0.05 charge=0 gap_ha=0.2841 homo_energy_ev=-7.7
Cu 0.8146 0.2982 -0.4732 0.00
C 4.6883 0.9828 0.5993 -0.51
C 4.4429 0.4546 -0.8065 -0.49
S 2.8864 -0.4381 -1.1062 0.86
C 2.9794 -1.8616 0.0249 -0.48
C 2.6724 -1.6362 1.5072 -0.48
S 1.1569 -0.6562 1.7881 0.88
C 1.6424 0.6116 3.0122 -0.50
C 3.0112 1.2563 2.8696 -0.52
S 3.3195 2.0167 1.2394 0.87
H 5.5839 1.6037 0.5817 0.07
H 4.8591 0.1705 1.3013 0.06
H 5.2515 -0.2137 -1.1039 0.08
H 4.3902 1.2786 -1.5183 0.08
H 3.9686 -2.3072 -0.0900 0.09
H 2.2458 -2.5491 -0.3963 0.08
H 3.4941 -1.1490 2.0235 0.05
H 2.5104 -2.6086 1.9700 0.08
H 1.5423 0.1735 4.0054 0.08
H 0.8602 1.3602 2.8853 0.08
H 3.8169 0.5545 3.0758 0.06
H 3.0859 2.0548 3.6077 0.07
N -8.8808 -0.3090 -2.2348 0.14
C -7.7403 -0.1929 -2.1366 -0.20
C -6.3261 -0.0620 -1.9832 -0.25
C -5.8010 0.2564 -0.7273 -0.03
C -4.4370 0.3637 -0.5583 -0.03
C -3.5573 0.1531 -1.6322 -0.26
C -4.0966 -0.1531 -2.8853 -0.03
C -5.4627 -0.2622 -3.0595 -0.03
C -2.1549 0.2556 -1.3974 -0.18
C -0.9668 0.3389 -1.1414 -0.12
H -6.4740 0.4159 0.1047 0.12
H -4.0255 0.6093 0.4106 0.11
H -3.4310 -0.3083 -3.7232 0.12
H -5.8686 -0.5018 -4.0332 0.12


no.,E (Ha)
1,-306.41097
2,-1828.70591
3,-2535.30362
4,-4461.27719
5,-274.93500
6,-3470.90638